# 1
C2H9NO2 | ωB97M-V/def2-TZVPD

Computed properties:
relative energy (zero: lowest compared OMol25 entry of this formula, charge and spin): 143.20 kcal/mol
highest occupied orbital energy (spin up / spin down): -7.170 / -7.170 eV
energy: -7798.51608 eV
Kohn-Sham gap (spin up / spin down): 0.29018 / 0.29020 hartree

Geometry (Å):
C -0.5839 1.2094 -0.5421
O -1.5798 -0.6829 -0.1497
O -1.7122 -1.0401 1.2496
H -2.6243 -0.8456 1.5026
H -1.2220 1.6798 0.1947
H -1.0962 0.8691 -1.4359
H 0.2731 1.8388 -0.7738
C 1.4937 -0.6879 -0.4625
N 0.7258 0.1257 0.4811
H 1.3090 0.7139 1.0682
H -0.0061 -0.4884 0.9784
H 2.2139 -1.3347 0.0479
H 0.7794 -1.3139 -0.9950
H 2.0295 -0.0433 -1.1633

Mulliken population analysis, charges in e, atoms 1 to 5: C -0.5664; O -0.5734; O -0.4797; H 0.2832; H 0.2564

# 2
C2H9NO2 | ωB97M-V/def2-TZVPD

Computed properties:
SMILES: CNCO.O
relative energy (zero: lowest compared OMol25 entry of this formula, charge and spin): 25.66 kcal/mol
highest occupied orbital energy: -9.102 eV
energy: -7803.61310 eV
Kohn-Sham gap: 0.36752 hartree

Geometry (Å):
C 0.9104 -0.3268 -1.3712
N 0.9594 0.6468 -0.2254
C 0.9135 0.1324 1.1236
O -0.4079 -0.2515 1.5186
H 1.3113 -1.3575 -1.2820
H 1.5717 0.1038 -2.1644
H -0.1574 -0.4021 -1.7275
H 0.6524 1.6317 -0.3725
H 1.5354 -0.7720 1.4294
H 1.2465 0.9804 1.9215
H -1.0667 0.4261 1.2763
O -2.6509 -0.0709 -0.2114
H -3.0997 -0.5672 0.4631
H -1.7179 -0.1732 -0.3782

Mulliken population analysis, charges in e, atoms 1 to 5: C -0.6979; N -0.2786; C -0.2666; O -0.5575; H 0.2470

# 3
C2H9NO3 | ωB97M-V/def2-TZVPD

Computed properties:
SMILES: NCC=O.O.O
relative energy (zero: lowest compared OMol25 entry of this formula, charge and spin): 40.17 kcal/mol
highest occupied orbital energy: -10.451 eV
energy: -9851.90445 eV
Kohn-Sham gap: 0.39743 hartree

Geometry (Å):
N 1.1753 -0.0753 0.6336
C 0.2936 1.0703 0.7496
C -0.8011 1.1755 -0.2619
O -0.7393 0.6406 -1.3442
H 1.4750 -0.1742 -0.3399
H 0.6349 -0.9471 0.6911
H 0.8651 1.9883 0.5458
H 0.0591 1.2243 1.8040
H -1.5951 1.9284 -0.1136
O 1.9444 -2.3460 2.3899
H 2.0878 -1.5246 1.8913
H 1.3759 -2.0952 3.1271
O -2.5203 -0.1059 -3.4814
H -1.9579 -0.8508 -3.7288
H -2.2974 0.0916 -2.5626

Mulliken population analysis, charges in e, atoms 1 to 5: N -0.6073; C -0.6394; C 0.1499; O -0.5401; H 0.2410

# 4
C2H9NO4 | ωB97M-V/def2-TZVPD

Computed properties:
SMILES: O=CNCO.O.O
relative energy (zero: lowest compared OMol25 entry of this formula, charge and spin): 46.87 kcal/mol
highest occupied orbital energy: -9.570 eV
energy: -11898.79682 eV
Kohn-Sham gap: 0.37723 hartree

Geometry (Å):
O -1.6912 -1.3933 0.5525
C -1.6825 -0.4173 -0.1234
N -0.4729 0.0719 -0.5314
C 0.6939 -0.8842 -0.5615
O 1.7314 -0.3477 0.2970
H -2.5944 0.0382 -0.7065
H -0.3043 1.0846 -0.5039
H 0.4919 -1.8314 -0.0693
H 1.3337 -1.0579 -1.4244
H 1.5430 -0.5278 1.3195
O 1.1591 1.6136 -2.1712
H 1.9230 1.1276 -1.7963
H 1.6100 2.4499 -2.4888
O -0.3867 0.7742 2.3337
H -0.7817 -0.1039 2.1345
H -0.4804 0.9527 3.2684

Mulliken population analysis, charges in e, atoms 1 to 5: O -0.5135; C 0.0344; N 0.0261; C -0.5480; O -0.5111

# 5
C2H9NO4 | ωB97M-V/def2-TZVPD

Computed properties:
SMILES: NCC(=O)O.O.O
relative energy (zero: lowest compared OMol25 entry of this formula, charge and spin): 16.03 kcal/mol
highest occupied orbital energy: -9.724 eV
energy: -11900.13436 eV
Kohn-Sham gap: 0.37512 hartree

Geometry (Å):
N -0.2098 1.4288 -0.0325
C -1.5822 0.9153 0.1574
C -1.7342 0.1334 1.4435
O -0.8254 -0.2856 2.1002
O -3.0155 0.0515 1.8386
H 0.3831 1.0552 0.6965
H 0.0955 1.2100 -0.9670
H -1.9773 0.1591 -0.5691
H -2.2468 1.7538 0.1165
H -2.9891 -0.4922 2.6338
O 2.3562 -1.7157 -4.5708
H 1.7836 -1.4183 -3.8685
H 2.5844 -0.9565 -5.1180
O 2.5843 -0.7827 1.6879
H 2.8478 0.0354 2.1018
H 1.9452 -1.0915 2.3498

Mulliken population analysis, charges in e, atoms 1 to 5: N -0.5740; C -0.3052; C 0.5241; O -0.5509; O -0.4468

# 6
C2H9NOS | ωB97M-V/def2-TZVPD

Computed properties:
SMILES: NCCS.O
relative energy (zero: lowest compared OMol25 entry of this formula, charge and spin): 8.23 kcal/mol
highest occupied orbital energy: -9.327 eV
energy: -16592.30940 eV
Kohn-Sham gap: 0.37394 hartree

Geometry (Å):
N -0.3888 0.3152 0.5915
C 0.9394 0.3906 -0.0167
C 1.9542 -0.6456 0.4057
S 1.5712 -2.4386 0.4629
H -0.4513 0.6764 1.5424
H -0.5922 -0.6565 0.8576
H 0.7397 0.2821 -1.0841
H 1.3340 1.4012 0.0918
H 2.2905 -0.4633 1.4322
H 2.9013 -0.5153 -0.1258
H 1.6172 -2.7598 -0.8551
O -4.9941 4.1275 -1.6157
H -4.2212 3.5823 -1.4337
H -4.8473 4.8222 -0.9799

Mulliken population analysis, charges in e, atoms 1 to 5: N -0.5952; C -0.3478; C -0.7080; S -0.2086; H 0.2481

# 7
C2H9NS | ωB97M-V/def2-TZVPD

Computed properties:
SMILES: CNC.S
relative energy (zero: lowest compared OMol25 entry of this formula, charge and spin): 15.05 kcal/mol
highest occupied orbital energy: -8.827 eV
energy: -14544.64091 eV
Kohn-Sham gap: 0.35876 hartree

Geometry (Å):
C -1.3240 0.2594 -0.4973
N 0.0845 0.2754 -0.1300
C 0.9726 0.0184 -1.2541
H -1.5471 0.9731 -1.3102
H -1.9289 0.6330 0.3325
H -1.6339 -0.7394 -0.7958
H 0.3086 1.1568 0.3118
H 0.5925 0.4490 -2.1900
H 1.9298 0.5113 -1.0772
H 1.1589 -1.0444 -1.3859
S 0.3221 -1.3212 3.0140
H -0.4045 -0.3808 2.4051
H 1.4694 -0.7909 2.5772

Mulliken population analysis, charges in e, atoms 1 to 5: C -1.0018; N -0.1684; C -0.9177; H 0.3484; H 0.3343

# 8
C2H9NS | ωB97M-V/def2-TZVPD

Computed properties:
SMILES: CNC.S
relative energy (zero: lowest compared OMol25 entry of this formula, charge and spin): 14.35 kcal/mol
highest occupied orbital energy: -8.962 eV
energy: -14544.67103 eV
Kohn-Sham gap: 0.36557 hartree

Geometry (Å):
C 0.9231 0.7449 0.7228
N -0.2003 -0.1577 0.4457
C -1.4990 0.3930 0.8623
H 1.8566 0.2053 0.5637
H 0.8946 1.5793 0.0229
H 0.8893 1.1780 1.7226
H -0.0381 -1.0115 0.9620
H -1.3931 1.1631 1.6257
H -2.1178 -0.4119 1.2617
H -2.0259 0.7860 -0.0093
S 0.7321 -0.9147 -2.9106
H 0.4266 -1.6976 -1.8721
H 1.5519 -1.8562 -3.3974

Mulliken population analysis, charges in e, atoms 1 to 5: C -0.9629; N -0.2543; C -0.8106; H 0.3221; H 0.3120

# 9
C2H9NS | ωB97M-V/def2-TZVPD

Computed properties:
SMILES: CCN.S
relative energy (zero: lowest compared OMol25 entry of this formula, charge and spin): 23.05 kcal/mol
highest occupied orbital energy: -8.808 eV
energy: -14544.29378 eV
Kohn-Sham gap: 0.35743 hartree

Geometry (Å):
C -0.3951 1.5513 -0.6632
C -1.1927 0.2261 -0.3040
N -0.3785 -0.8309 0.3273
H -0.9219 2.4617 -0.3191
H -0.1509 1.3750 -1.7141
H 0.4484 1.6065 -0.0114
H -1.6648 -0.1654 -1.2628
H -2.0730 0.4207 0.3533
H -0.1479 -0.4120 1.2462
H -0.9100 -1.6515 0.5221
S 2.8066 -1.4212 0.1067
H 2.9148 -0.9249 1.3371
H 1.6650 -2.2354 0.3818

Mulliken population analysis, charges in e, atoms 1 to 5: C -0.8387; C -0.4715; N -0.4650; H 0.2889; H 0.2357

# 10
C2H9NS2 | ωB97M-V/def2-TZVPD

Computed properties:
SMILES: CNC.SS
relative energy (zero: lowest compared OMol25 entry of this formula, charge and spin): 21.89 kcal/mol
highest occupied orbital energy: -8.739 eV
energy: -25379.76469 eV
Kohn-Sham gap: 0.32558 hartree

Geometry (Å):
C -1.3923 -0.6625 -1.1737
N -1.5190 0.5623 -0.3892
C -1.0259 0.3742 0.9652
H -1.6169 -0.4374 -2.2158
H -2.1446 -1.3776 -0.8188
H -0.4086 -1.1301 -1.0568
H -0.9664 1.2855 -0.8313
H 0.0431 0.0892 0.9708
H -1.1628 1.2769 1.5620
H -1.5670 -0.4287 1.4525
S 3.0009 -0.9370 0.5208
S 2.7755 1.0922 -0.0121
H 1.9014 -0.9337 1.2827
H 4.0826 1.2269 -0.2562

Mulliken population analysis, charges in e, atoms 1 to 5: C -0.7479; N -0.4293; C -0.4493; H 0.3156; H 0.2718

# 11
C2H9NS2 | ωB97M-V/def2-TZVPD

Computed properties:
SMILES: CNC.SS
relative energy (zero: lowest compared OMol25 entry of this formula, charge and spin): 19.94 kcal/mol
highest occupied orbital energy: -8.880 eV
energy: -25379.84950 eV
Kohn-Sham gap: 0.34119 hartree

Geometry (Å):
C -3.4408 -2.8381 0.6954
N -2.7563 -2.4965 1.9296
C -1.4423 -3.1483 1.9562
H -3.4445 -3.9184 0.4791
H -4.4686 -2.4809 0.6824
H -2.9309 -2.3725 -0.1514
H -3.2594 -2.8874 2.7175
H -0.8571 -2.8028 2.8057
H -0.9206 -2.8953 1.0368
H -1.5845 -4.2305 2.0249
S 2.1324 1.4434 -1.8141
S 1.7586 2.8488 -0.3802
H 2.9637 2.0466 -2.6671
H 0.7613 3.5589 -0.9379

Mulliken population analysis, charges in e, atoms 1 to 5: C -0.7923; N -0.4089; C -0.8016; H 0.2957; H 0.3061

# 12
C2H9NS3 | ωB97M-V/def2-TZVPD

Computed properties:
SMILES: NCCS.SS
relative energy (zero: lowest compared OMol25 entry of this formula, charge and spin): 0.06 kcal/mol
highest occupied orbital energy: -8.937 eV
energy: -36215.55231 eV
Kohn-Sham gap: 0.33484 hartree

Geometry (Å):
N 1.4835 -0.3696 -0.3039
C 0.0891 -0.4682 -0.7232
C -0.1861 0.4931 -1.8773
S -1.9178 0.2786 -2.3806
H 1.6605 0.5611 0.0657
H 1.6258 -0.9912 0.4866
H -0.6497 -0.2734 0.0525
H -0.0862 -1.4841 -1.0886
H -0.0606 1.5233 -1.5447
H 0.4975 0.2974 -2.6960
H -1.9450 1.2432 -3.3074
S -0.2075 -1.2622 2.9330
S 0.0006 0.7756 2.7985
H 0.6549 -1.4905 3.9352
H -0.9590 1.1668 3.6502

Mulliken population analysis, charges in e, atoms 1 to 5: N -0.6328; C -0.4596; C -0.5438; S -0.2445; H 0.2717